(1)
Formula: C55H39CaIN6O7PS2Se
Source: the Open Molecules 2025 dataset
Level of theory: ωB97M-V with the def2-TZVPD basis set

ORCA input file:
```
! wB97M-V def2-TZVPD RIJCOSX def2/J DEFGRID3
* xyz -1 1
Ca -0.289 -0.970 0.208
I 2.683 -0.112 0.892
C 1.945 0.641 3.499
C 2.817 -0.048 4.318
C 3.127 0.326 5.648
C 2.597 1.462 6.187
C 1.701 2.243 5.419
C 1.173 3.452 5.929
C 0.299 4.207 5.197
C -0.122 3.747 3.937
C 0.363 2.569 3.417
P -0.377 1.912 1.883
C -0.362 3.420 0.840
C 0.902 3.978 0.621
C 1.067 5.051 -0.239
C -0.030 5.593 -0.896
C -1.289 5.057 -0.675
C -1.455 3.978 0.186
C -2.145 1.691 2.331
C -2.621 1.642 3.639
C -3.925 1.239 3.904
C -4.783 0.897 2.869
C -4.323 0.943 1.559
C -3.014 1.316 1.297
C 1.341 1.792 4.109
H 3.334 -0.921 3.919
H 3.812 -0.282 6.233
H 2.858 1.792 7.188
H 1.487 3.776 6.917
H -0.086 5.142 5.586
H -0.855 4.321 3.380
H 1.766 3.551 1.123
H 2.058 5.454 -0.410
H 0.099 6.425 -1.577
H -2.154 5.478 -1.174
H -2.448 3.580 0.346
H -1.961 1.902 4.458
H -4.270 1.194 4.930
H -5.800 0.589 3.082
H -4.977 0.664 0.741
H -2.644 1.291 0.276
S -6.658 -4.033 3.929
N -6.408 -3.745 2.357
C -5.208 -3.199 2.260
C -4.572 -2.776 1.031
C -5.168 -2.942 -0.219
C -4.499 -2.515 -1.343
C -3.249 -1.924 -1.182
N -2.680 -1.749 -0.002
C -3.310 -2.169 1.103
C -2.635 -1.998 2.403
N -1.433 -1.414 2.415
C -0.764 -1.302 3.552
C -1.282 -1.748 4.769
C -2.530 -2.321 4.785
C -3.230 -2.458 3.584
C -4.550 -3.045 3.510
N -5.265 -3.478 4.534
H -6.143 -3.408 -0.281
H -4.919 -2.635 -2.331
H -2.675 -1.581 -2.036
H 0.215 -0.824 3.489
H -0.695 -1.628 5.669
H -2.985 -2.672 5.702
O -0.750 0.826 -1.240
S -0.258 1.382 -2.559
C 1.421 1.913 -2.153
C 2.086 2.884 -3.085
C 1.395 3.819 -3.847
C 2.085 4.712 -4.657
C 3.470 4.687 -4.704
C 4.166 3.758 -3.940
C 3.479 2.858 -3.141
C 0.151 -0.092 -3.542
C 0.865 0.304 -4.798
C 2.251 0.183 -4.861
C 2.934 0.618 -5.986
C 2.241 1.176 -7.052
C 0.860 1.292 -6.996
C 0.174 0.857 -5.872
H 2.028 1.007 -2.003
H 1.273 2.355 -1.165
H 0.313 3.857 -3.810
H 1.533 5.430 -5.252
H 4.006 5.385 -5.335
H 5.248 3.729 -3.973
H 4.011 2.111 -2.560
H -0.807 -0.578 -3.735
H 0.771 -0.723 -2.897
H 2.783 -0.231 -4.009
H 4.012 0.532 -6.024
H 2.779 1.524 -7.926
H 0.317 1.726 -7.826
H -0.905 0.955 -5.823
O 0.161 -2.565 -1.439
C 0.592 -3.359 -0.563
O 0.458 -3.199 0.671
C 1.359 -4.568 -1.043
C 1.781 -4.628 -2.363
C 2.509 -5.727 -2.777
C 2.842 -6.768 -1.932
C 2.403 -6.669 -0.626
C 1.677 -5.586 -0.159
N 2.722 -7.768 0.300
O 3.378 -8.697 -0.131
O 2.354 -7.664 1.451
N 2.945 -5.809 -4.182
O 3.761 -6.665 -4.469
O 2.537 -4.962 -4.948
H 1.553 -3.809 -3.029
H 3.415 -7.613 -2.276
H 1.370 -5.517 0.874
Se 3.400 -1.099 -1.385
*
```

Summary:
Orbital gap = 4.49 eV
Highest occupied orbital energy = -3.759 eV

---

(2)
Formula: C3H6N2O2
Source: the Open Molecules 2025 dataset
Level of theory: ωB97M-V with the def2-TZVPD basis set

ORCA input file:
```
! wB97M-V def2-TZVPD RIJCOSX def2/J DEFGRID3
* xyz 0 1
C 0.291 -0.495 0.330
C 1.449 0.341 -0.134
N -0.523 -0.032 1.432
C -1.430 0.281 0.386
N -0.835 -1.172 -1.304
O -0.798 -0.704 -2.352
O -2.329 -0.473 -0.055
H -0.151 0.798 1.885
H 0.504 -1.550 0.474
H -1.433 1.346 0.106
H 1.944 -0.126 -0.985
H 2.194 0.452 0.661
H 1.116 1.335 -0.443
*
```

Summary:
Orbital gap (spin up / spin down) = 8.35 / 8.35 eV
Highest occupied orbital energy (spin up / spin down) = -8.379 / -8.378 eV

---

(3)
Formula: C2H5NO
Source: the Open Molecules 2025 dataset
Level of theory: ωB97M-V with the def2-TZVPD basis set

ORCA input file:
```
! wB97M-V def2-TZVPD RIJCOSX def2/J DEFGRID3
* xyz 0 1
C -0.949 0.114 0.466
N 0.259 0.647 -0.161
C 1.221 -0.324 -0.323
O 1.549 -1.100 0.545
H -0.922 0.199 1.552
H -1.827 0.618 0.059
H -1.011 -0.950 0.213
H 0.098 1.204 -0.989
H 1.581 -0.408 -1.361
*
```

Summary:
Orbital gap = 10.81 eV
SMILES = CNC=O
Highest occupied orbital energy = -9.925 eV

---

(4)
Formula: C5H6O
Source: the Open Molecules 2025 dataset
Level of theory: ωB97M-V with the def2-TZVPD basis set

ORCA input file:
```
! wB97M-V def2-TZVPD RIJCOSX def2/J DEFGRID3
* xyz 0 1
C -1.973 0.061 -0.285
C -0.624 -0.379 -0.731
C 0.367 0.195 -1.546
C 0.918 -0.310 -0.355
O 0.044 -1.352 0.070
C 1.871 0.237 0.646
H -2.322 0.890 -0.901
H -2.669 -0.780 -0.370
H -1.940 0.359 0.768
H 2.371 1.119 0.245
H 1.342 0.489 1.571
H 2.615 -0.529 0.889
*
```

Summary:
Orbital gap = 9.63 eV
Highest occupied orbital energy = -8.736 eV

---

(5)
Formula: C3H4N4O
Source: the Open Molecules 2025 dataset
Level of theory: ωB97M-V with the def2-TZVPD basis set

ORCA input file:
```
! wB97M-V def2-TZVPD RIJCOSX def2/J DEFGRID3
* xyz 0 1
C -0.874 -0.129 -0.034
C 0.520 1.715 0.075
C 1.485 -0.379 0.059
H -3.021 -0.074 -0.401
H -2.302 -1.534 -0.047
H 0.588 2.878 0.121
H 2.124 -2.017 0.139
N -2.119 -0.620 0.417
N -0.680 1.036 -0.238
N 1.574 1.110 0.131
N 2.600 -1.041 0.078
O 0.104 -0.945 -0.301
*
```

Summary:
Orbital gap = 9.53 eV
Highest occupied orbital energy = -9.516 eV

---

(6)
Formula: C55H57GeIO2P3Y
Source: the Open Molecules 2025 dataset
Level of theory: ωB97M-V with the def2-TZVPD basis set

ORCA input file:
```
! wB97M-V def2-TZVPD RIJCOSX def2/J DEFGRID3
* xyz 4 1
Y -0.197 1.186 0.753
I 2.583 -0.904 -0.106
C 4.417 -2.061 -0.470
C 5.532 -1.432 -0.893
C 6.685 -2.242 -1.025
C 6.638 -3.569 -0.705
C 5.439 -4.185 -0.256
C 5.376 -5.551 0.119
C 4.214 -6.129 0.554
C 3.033 -5.370 0.621
C 3.056 -4.043 0.251
P 1.515 -3.167 0.222
C 0.733 -3.198 1.791
C -0.618 -3.548 1.900
C -1.158 -3.724 3.163
C -0.370 -3.531 4.295
C 0.971 -3.152 4.181
C 1.534 -2.994 2.930
C 0.472 -3.614 -1.133
C -0.162 -4.856 -0.980
C -0.869 -5.389 -2.041
C -0.942 -4.698 -3.246
C -0.310 -3.468 -3.393
C 0.400 -2.915 -2.340
C 4.255 -3.415 -0.156
H 5.573 -0.371 -1.119
H 7.603 -1.780 -1.374
H 7.530 -4.179 -0.797
H 6.289 -6.140 0.066
H 4.194 -7.175 0.842
H 2.112 -5.847 0.949
H -1.234 -3.683 1.019
H -2.200 -4.020 3.263
H -0.800 -3.687 5.280
H 1.576 -3.012 5.070
H 2.586 -2.741 2.837
H -0.083 -5.422 -0.057
H -1.346 -6.357 -1.933
H -1.486 -5.129 -4.082
H -0.355 -2.947 -4.341
H 0.899 -1.969 -2.483
O -1.969 2.277 0.047
P -3.091 2.071 -0.998
C -4.065 0.645 -0.443
P -3.059 -0.509 0.542
O -1.630 -0.639 -0.014
C -2.949 0.155 2.215
C -1.765 -0.060 2.949
C -1.626 0.463 4.232
C -2.669 1.186 4.799
C -3.859 1.358 4.099
C -4.000 0.849 2.810
C -3.952 -2.037 0.538
C -3.947 -2.787 -0.648
C -4.703 -3.945 -0.725
C -5.467 -4.352 0.368
C -5.472 -3.610 1.544
C -4.715 -2.447 1.636
C -4.077 3.521 -1.131
C -3.565 4.705 -0.585
C -4.308 5.872 -0.695
C -5.543 5.856 -1.336
C -6.048 4.676 -1.875
C -5.320 3.504 -1.775
C -2.387 1.595 -2.568
C -3.220 1.442 -3.675
C -2.671 1.183 -4.923
C -1.290 1.094 -5.071
C -0.456 1.230 -3.968
C -1.008 1.472 -2.723
H -4.458 0.093 -1.299
H -4.912 0.977 0.161
H -1.021 -0.763 2.571
H -0.725 0.279 4.803
H -2.563 1.599 5.798
H -4.685 1.890 4.560
H -4.938 1.000 2.285
H -3.351 -2.462 -1.500
H -4.717 -4.526 -1.642
H -6.071 -5.252 0.298
H -6.073 -3.932 2.389
H -4.724 -1.870 2.556
H -2.604 4.714 -0.088
H -3.923 6.796 -0.280
H -6.124 6.770 -1.414
H -7.011 4.671 -2.374
H -5.731 2.586 -2.193
H -4.297 1.568 -3.584
H -3.318 1.083 -5.786
H -0.863 0.936 -6.056
H 0.622 1.188 -4.091
H -0.349 1.619 -1.883
C 4.823 5.358 -1.247
C 3.440 5.933 -0.939
C 2.318 5.298 -1.763
C 2.049 3.827 -1.403
Ge 1.301 3.634 0.413
C 2.377 3.678 2.074
C 3.317 2.503 2.296
C 4.365 2.333 1.200
C 5.555 1.481 1.647
H 5.597 5.871 -0.674
H 5.062 5.482 -2.307
H 4.892 4.288 -1.013
H 3.449 7.006 -1.131
H 3.216 5.820 0.127
H 2.575 5.359 -2.826
H 1.400 5.873 -1.635
H 2.961 3.231 -1.483
H 1.308 3.405 -2.081
H 0.221 4.728 0.567
H 1.643 3.747 2.878
H 2.936 4.616 2.090
H 2.734 1.562 2.410
H 3.834 2.638 3.250
H 4.716 3.318 0.890
H 3.893 1.902 0.306
H 5.972 1.869 2.577
H 6.360 1.499 0.905
H 5.269 0.436 1.836
*
```

Summary:
Orbital gap = 4.12 eV
Highest occupied orbital energy = -16.295 eV

---

(7)
Formula: C3H13NO4
Source: the Open Molecules 2025 dataset
Level of theory: ωB97M-V with the def2-TZVPD basis set

ORCA input file:
```
! wB97M-V def2-TZVPD RIJCOSX def2/J DEFGRID3
* xyz 0 1
N 0.270 0.463 -0.831
C -0.802 0.048 0.113
C -2.120 0.512 -0.485
C -2.487 -0.420 -1.628
O -3.607 -0.942 -1.585
H 0.281 1.495 -0.909
H 1.076 0.071 -0.567
H -0.765 -1.064 0.229
H -0.509 0.535 1.151
H -2.170 1.564 -0.767
H -2.882 0.460 0.369
H -1.831 -0.617 -2.530
O 2.925 0.033 0.711
H 2.673 -0.159 1.643
H 3.198 0.963 0.713
O 1.021 -3.219 -1.806
H 1.468 -2.656 -1.161
H 0.193 -2.766 -1.897
O 1.663 1.738 2.839
H 1.123 1.370 3.608
H 1.282 2.591 2.790
*
```

Summary:
Orbital gap = 9.22 eV
SMILES = NCCC=O.O.O.O
Highest occupied orbital energy = -9.153 eV

---

(8)
Formula: C28H34BBr2N6O4SSr
Source: the Open Molecules 2025 dataset
Level of theory: ωB97M-V with the def2-TZVPD basis set

ORCA input file:
```
! wB97M-V def2-TZVPD RIJCOSX def2/J DEFGRID3
* xyz -1 1
Sr 0.812 0.205 0.308
O -2.547 3.613 0.140
C -1.734 2.682 0.394
N -0.379 2.649 0.452
C 0.435 3.736 0.194
C -0.040 5.008 -0.278
C 0.861 5.991 -0.685
C 2.167 5.763 -0.557
C 2.609 4.609 0.031
C 1.837 3.559 0.422
N 2.280 2.302 0.897
C 3.410 2.245 1.616
O 4.143 3.195 2.025
C 3.929 0.815 1.978
C 5.241 0.549 2.347
C 5.639 -0.784 2.626
C 4.657 -1.754 2.359
C 3.343 -1.428 1.983
N 3.005 -0.136 1.818
C -2.405 1.382 0.793
C -3.811 1.440 0.988
C -4.479 0.294 1.243
C -3.797 -0.935 1.267
C -2.449 -0.883 1.046
N -1.765 0.241 0.825
H -1.119 5.228 -0.259
H 0.531 6.930 -1.046
H 2.921 6.481 -0.937
H 3.673 4.554 0.323
H 5.765 1.472 2.548
H 6.649 -0.951 3.015
H 4.970 -2.787 2.466
H 2.636 -2.217 1.847
H -4.312 2.352 0.998
H -5.521 0.351 1.549
H -4.191 -1.886 1.327
H -1.748 -1.723 1.237
Br -1.065 3.682 4.676
C 0.391 4.127 3.524
Br 0.833 5.962 3.742
H 0.059 3.961 2.538
H 1.246 3.470 3.795
C -1.501 3.011 -2.832
N -0.435 2.044 -3.339
C 0.002 0.872 -2.801
S 1.656 0.635 -2.821
N -0.863 -0.059 -2.305
C -2.349 -0.122 -2.430
H -1.061 3.998 -3.104
H -1.775 2.905 -1.818
H -2.448 2.883 -3.396
H 0.358 2.612 -3.607
H -0.493 -0.890 -1.961
H -2.567 -0.200 -3.519
H -2.889 0.713 -1.954
H -2.626 -0.998 -1.872
C -1.825 -4.697 0.775
C -0.586 -4.798 -0.039
C -0.041 -6.256 -0.002
O 0.383 -3.893 0.496
B 0.321 -2.695 -0.139
O -0.661 -2.862 -1.210
C -0.785 -4.296 -1.484
C 0.488 -4.645 -2.356
C -2.047 -4.566 -2.199
H -1.666 -4.602 1.882
H -2.478 -5.608 0.656
H -2.401 -3.840 0.525
H -0.059 -6.661 0.978
H 0.953 -6.294 -0.351
H -0.740 -6.934 -0.486
H 1.392 -4.513 -1.779
H 0.665 -3.874 -3.074
H 0.591 -5.680 -2.724
H -2.948 -4.427 -1.608
H -2.096 -5.613 -2.534
H -2.148 -4.014 -3.139
*
```

Summary:
Orbital gap = 6.52 eV
Highest occupied orbital energy = -4.247 eV

---

(9)
Formula: C3H5NOS
Source: the Open Molecules 2025 dataset
Level of theory: ωB97M-V with the def2-TZVPD basis set

ORCA input file:
```
! wB97M-V def2-TZVPD RIJCOSX def2/J DEFGRID3
* xyz 0 1
C -1.429 0.687 -0.059
C -0.061 0.806 -0.096
C -2.133 -0.589 0.009
N 3.306 -0.857 -0.226
O 0.824 -0.135 0.105
S 2.521 0.407 0.207
H -2.014 1.565 -0.124
H 0.376 1.819 -0.065
H -1.593 -1.511 0.023
H -3.123 -0.712 -0.249
H 3.326 -1.478 0.475
*
```

Summary:
Orbital gap (spin up / spin down) = 5.26 / 8.94 eV
Highest occupied orbital energy (spin up / spin down) = -7.248 / -9.121 eV

---

(10)
Formula: C8H15FOSi
Source: the Open Molecules 2025 dataset
Level of theory: ωB97M-V with the def2-TZVPD basis set

ORCA input file:
```
! wB97M-V def2-TZVPD RIJCOSX def2/J DEFGRID3
* xyz 0 1
C 0.956 -2.514 -1.717
Si 0.182 -0.807 -1.865
C -2.033 -1.121 -1.719
C -2.687 -1.571 -0.699
F -4.076 -1.579 -0.691
C 0.575 0.256 -0.242
C -0.321 1.557 -0.104
C -0.009 2.210 1.260
C -0.224 1.199 2.389
C 0.562 -0.092 2.105
O 0.243 -0.581 0.768
H 1.624 -2.733 -2.629
H 1.588 -2.515 -0.836
H 0.205 -3.286 -1.639
H 0.467 -0.297 -3.268
H -2.323 -1.054 -2.687
H -2.430 -1.646 0.366
H 1.541 0.548 -0.123
H -1.301 1.214 -0.119
H -0.023 2.184 -0.972
H -0.689 2.997 1.238
H 1.065 2.443 1.316
H -0.020 1.662 3.320
H -1.232 0.911 2.272
H 1.633 -0.169 2.087
H 0.274 -0.848 2.822
*
```

Summary:
Orbital gap = 10.27 eV
SMILES = C[Si@@H](/C=C/F)[C@H]1CCCCO1
Highest occupied orbital energy = -9.359 eV

---

(11)
Formula: C3H10N3
Source: the Open Molecules 2025 dataset
Level of theory: ωB97M-V with the def2-TZVPD basis set

ORCA input file:
```
! wB97M-V def2-TZVPD RIJCOSX def2/J DEFGRID3
* xyz 1 1
C 0.821 0.951 0.277
C 0.861 2.207 0.368
C 1.996 -1.065 -0.013
N -0.259 -1.112 -0.405
N 0.721 -0.263 -0.016
N -2.669 -0.081 -0.120
H 1.093 2.928 -0.458
H -3.052 0.058 0.829
H 1.058 2.735 1.302
H 2.025 -1.380 -1.028
H 2.943 -0.668 0.297
H 1.678 -1.903 0.707
H -0.058 -2.098 -0.040
H -3.345 -0.484 -0.786
H -1.148 -0.715 -0.502
H -2.664 0.891 -0.410
*
```

Summary:
Orbital gap = 10.30 eV
Highest occupied orbital energy = -13.978 eV

---

(12)
Formula: C4H7N3O
Source: the Open Molecules 2025 dataset
Level of theory: ωB97M-V with the def2-TZVPD basis set

ORCA input file:
```
! wB97M-V def2-TZVPD RIJCOSX def2/J DEFGRID3
* xyz 0 1
C -2.189 -0.051 0.155
C -1.100 1.003 0.388
C 1.101 0.941 -0.727
C 1.951 -0.736 0.410
H -0.550 -1.149 -0.505
H -3.256 0.500 -0.334
H -2.623 -0.762 1.218
H -1.339 2.038 -0.085
H -1.362 1.286 1.596
H 0.720 1.567 -1.593
H 2.689 -1.681 0.488
N 0.168 0.641 0.275
N 2.091 0.071 -0.587
N 0.641 -0.572 1.042
O -1.645 -1.215 -0.907
*
```

Summary:
Orbital gap = 10.11 eV
Highest occupied orbital energy = -9.989 eV

---

(13)
Formula: C5H8O2
Source: the Open Molecules 2025 dataset
Level of theory: ωB97M-V with the def2-TZVPD basis set

ORCA input file:
```
! wB97M-V def2-TZVPD RIJCOSX def2/J DEFGRID3
* xyz 0 1
C 1.503 0.213 -1.124
C 1.034 -0.477 0.136
O 1.817 -1.075 0.857
C -0.391 -0.393 0.577
O -0.669 -1.219 1.654
C -1.529 -0.101 -0.355
C -1.023 0.987 0.544
H 2.216 -0.447 -1.624
H 0.692 0.462 -1.812
H 2.034 1.134 -0.859
H 0.205 -1.514 1.967
H -2.460 -0.580 -0.069
H -1.361 -0.035 -1.426
H -0.457 1.807 0.111
H -1.609 1.238 1.422
*
```

Summary:
Orbital gap = 10.56 eV
SMILES = CC(=O)C1(O)CC1
Highest occupied orbital energy = -9.639 eV

---

(14)
Formula: C4H11NO
Source: the Open Molecules 2025 dataset
Level of theory: ωB97M-V with the def2-TZVPD basis set

ORCA input file:
```
! wB97M-V def2-TZVPD RIJCOSX def2/J DEFGRID3
* xyz -1 2
C 1.108 -1.497 -1.823
N -0.149 1.021 -2.510
C -0.489 0.364 -1.325
C 0.093 -0.769 -0.936
C -1.410 1.165 -0.461
H 1.274 -2.486 -1.404
H 0.883 -1.495 -2.889
H 2.081 -0.990 -1.719
H 0.374 0.473 -3.170
H -0.124 2.019 -2.539
H 0.060 -1.276 0.016
H -1.917 0.628 0.335
H -2.182 1.627 -1.081
H -0.866 2.050 -0.131
H 0.256 0.071 5.821
H 0.230 -0.691 7.226
O 0.779 -0.213 6.591
*
```

Summary:
Orbital gap (spin up / spin down) = 2.08 / 8.38 eV
Highest occupied orbital energy (spin up / spin down) = 1.331 / -4.954 eV